# 1
ORCA calculation (the ωB97M-V functional and the def2-TZVPD basis) on C21H17BN10O3OsSSe as an isolated structure.

- LUMO (spin up / spin down) (eV) = -6.299 / -6.297
- spin multiplicity = 2
- maximum force (hartree/bohr) = 0.0064
- electronic energy (hartree) = -4498.70245
- orbital gap (spin up / spin down) (eV) = 4.272 / 4.141
- net charge = +1
- HOMO level (spin up / spin down) (eV) = -10.57 / -10.44
- ⟨S²⟩ = 0.76

Atoms and positions in Å:
Os -0.45253 0.48136 1.57790
C -4.35404 -1.11256 1.90285
C -3.20401 -0.58582 2.47228
N -2.30338 -0.34290 1.51652
N -2.84352 -0.70904 0.33771
C -4.08625 -1.16770 0.54885
B -2.02318 -0.60026 -0.97783
N -1.65866 0.89413 -1.17225
C -1.89216 1.80124 -2.13307
C -1.40657 3.02888 -1.71515
C -0.88646 2.79703 -0.45245
N -1.03118 1.50549 -0.12993
N -0.69765 -1.37493 -0.70392
C -0.11091 -2.40985 -1.33424
C 0.96458 -2.82831 -0.57901
C 0.98614 -1.98249 0.53276
N -0.01044 -1.10507 0.42568
N -2.77966 -1.24752 -2.10379
C -3.15012 -2.55807 -2.18907
C -3.97099 -2.69280 -3.27355
C -4.06025 -1.38992 -3.80593
N -3.35285 -0.52892 -3.10259
H -5.26058 -1.40236 2.40351
H -2.97065 -0.36644 3.50161
H -4.70208 -1.48492 -0.27664
H -2.41443 1.50571 -3.02472
H -1.44996 3.96236 -2.24783
H -0.42846 3.48347 0.24351
H -0.50550 -2.78352 -2.26371
H 1.62622 -3.65042 -0.79051
H 1.63456 -1.95110 1.39387
H -2.82353 -3.28528 -1.46167
H -4.43904 -3.59307 -3.63318
H -4.60801 -1.05199 -4.67159
O 4.00498 4.01883 -0.04900
C 4.01287 2.70031 0.00519
C 5.08281 2.05040 -0.66295
C 5.26470 0.66503 -0.67771
C 4.38736 -0.11780 0.00257
C 3.20514 0.45135 0.67678
C 3.08105 1.93243 0.67009
C 1.90779 2.60081 1.33884
O 1.89185 3.82905 1.37943
O 1.01680 1.84902 1.85635
H 3.24044 4.31964 0.51691
H 5.79431 2.69635 -1.16785
H 6.11700 0.24162 -1.19032
H 4.51294 -1.19165 0.07625
H 2.35308 0.09390 0.05297
S 1.00770 -1.72217 5.50182
C 0.50747 -1.01758 4.17005
N 0.13840 -0.48922 3.17773
Se 4.44235 0.01972 4.51356
C 3.65251 -0.03331 3.01472
N 3.04397 -0.15112 1.98010

# 2
ORCA calculation (the ωB97M-V functional and the def2-TZVPD basis) on one molecule with the formula CH2INS2 at a distorted geometry.

- LUMO (spin up / spin down) (eV) = -1.592 / -1.264
- maximum force (hartree/bohr) = 0.0591
- electronic energy (hartree) = -1187.93343
- orbital gap (spin up / spin down) (eV) = 7.062 / 6.764
- net charge = 0
- HOMO level (spin up / spin down) (eV) = -8.65 / -8.03

Atoms and positions in Å:
C -0.88663 0.19466 0.39023
N 2.29328 -1.31930 -0.90910
S 0.30341 1.26176 0.57912
S -2.57787 0.42454 0.16104
I 2.46428 -0.55546 0.86164
H 1.26327 -1.76827 -1.01156
H -2.85974 1.76206 -0.07137